1.
A 2-piece molecular cluster, C7H14S overall in a non-equilibrium geometry. Source: the OMol25 dataset; level of theory: ωB97M-V/def2-TZVPD.

CARTESIAN COORDINATES (ANGSTROEM)
1 C 0.945 -2.373 1.230
2 C 1.208 -0.921 1.187
3 C -0.213 -1.374 1.240
4 C 1.543 -0.306 -0.132
5 C -1.115 -1.166 0.028
6 C -1.503 2.181 -1.847
7 C -0.381 2.272 -0.885
8 S -0.423 3.463 0.252
9 H 1.062 -2.977 0.398
10 H 1.174 -2.815 2.072
11 H 1.602 -0.410 2.027
12 H 0.945 0.554 -0.389
13 H 1.347 -0.940 -0.956
14 H 2.581 -0.085 -0.158
15 H -1.365 -0.115 0.056
16 H -1.885 -1.808 -0.067
17 H -0.465 -1.358 -0.872
18 H -2.029 1.466 -1.358
19 H -0.999 1.774 -2.726
20 H -1.939 3.205 -2.109
21 H -0.688 -1.277 2.181
22 H 0.599 3.011 0.827

Calculated total energy = -673.11071 a.u.
ΔE to the lowest compared entry with this formula, charge and spin = 5.054 eV
LUMO = 0.280 eV
Strongest force on any atom = 5.34 eV/A
HOMO = -8.1 eV

Charges obtained by natural (NBO) population analysis, quoted in units of e: -0.41 -0.22 -0.21 -0.64 -0.60 -0.75 -0.22 0.20 0.20 0.20 0.21 0.25 0.19 0.20 0.20 0.21 0.20 0.25 0.24 0.19 0.20 0.11

=====

2.
A 2-piece molecular cluster, C3H6NP overall in a non-equilibrium geometry. Source: the OMol25 dataset; level of theory: ωB97M-V/def2-TZVPD.

CARTESIAN COORDINATES (ANGSTROEM)
1 H 1.211 0.758 -1.562
2 N 1.316 0.583 -0.558
3 P 2.149 -0.592 -0.056
4 H 1.584 -0.652 1.250
5 C -1.068 -1.270 -0.048
6 C -1.074 0.025 -0.039
7 C -0.652 1.237 0.243
8 H -1.881 -1.985 0.066
9 H -0.063 -1.620 -0.373
10 H -0.713 1.343 1.365
11 H -0.809 2.173 -0.287

Calculated total energy = -513.83813 a.u.
ΔE to the lowest compared entry with this formula, charge and spin = 3.581 eV
SMILES = [H]/N=P/[H].C=C=C
LUMO = -0.204 eV
Strongest force on any atom = 3.48 eV/A
HOMO = -7.8 eV

Charges obtained by natural (NBO) population analysis, quoted in units of e: 0.38 -1.08 0.79 -0.11 -0.51 0.07 -0.41 0.23 0.18 0.23 0.23